Entry from the Open Molecules 2025 dataset: a structure of composition C20H21Cl5IrN6O2STe4 in a non-equilibrium geometry (ωB97M-V with the def2-TZVPD basis set).

```
60
Properties=species:S:1:pos:R:3:mulliken_spin:R:1
Ir -0.50284 0.63247 -0.92739 -0.01
O 2.01896 4.54747 5.39230 0.00
N 2.36286 4.30567 4.26670 0.00
O 3.38306 4.66207 3.73120 0.00
C 1.46096 3.45707 3.47940 0.00
C 0.65126 2.61067 4.16730 0.00
C -0.17524 1.67227 3.49331 0.00
C -1.06074 0.81647 4.17121 0.00
C -1.78994 -0.09563 3.44540 0.00
C -1.60334 -0.16013 2.06370 0.00
N -0.79204 0.64577 1.40591 0.00
C -0.09184 1.57257 2.08590 0.00
C 0.73456 2.49597 1.35490 0.00
N 0.74976 2.40547 0.01271 0.01
C 1.43666 3.28617 -0.68479 0.00
C 2.13446 4.33937 -0.09709 0.01
C 2.16116 4.44427 1.27401 0.00
C 1.47776 3.48697 2.04571 0.00
H 0.65866 2.63037 5.24840 0.00
H -1.17004 0.89607 5.24150 0.00
H -2.49394 -0.75813 3.92150 0.00
H -2.14844 -0.88523 1.47400 0.00
H 1.43686 3.16417 -1.76210 0.00
H 2.65526 5.05137 -0.71649 0.00
H 2.70946 5.24287 1.74930 0.00
Te -2.81584 2.10527 -0.86310 0.07
Te -3.88754 1.30937 -3.17300 0.16
Te -1.83654 1.68317 -4.90860 0.49
Te 0.40496 1.10477 -3.59450 0.26
Cl 4.73246 -1.45643 -1.16889 0.00
C 3.69566 -0.00573 -1.08159 0.00
Cl 4.38766 1.21707 0.01251 0.00
Cl 3.50266 0.69747 -2.75040 0.00
C 2.39146 -0.36473 -0.63129 0.00
N 1.26276 -0.53733 -0.41919 0.01
C 0.81806 -5.31023 0.25041 0.00
C 0.94026 -4.46423 -1.01329 0.00
N 0.05486 -3.30593 -1.00220 0.00
C -1.07634 -3.09673 -1.65210 0.00
S -1.80054 -1.51333 -1.60839 0.01
N -1.76554 -3.97943 -2.35600 0.00
C -1.78164 -5.43573 -2.34460 0.00
C -3.22304 -5.92013 -2.29730 0.00
H 1.46916 -6.17573 0.16501 0.00
H -0.19954 -5.66233 0.40330 0.00
H 1.11976 -4.74283 1.12621 0.00
H 0.74216 -5.06283 -1.90060 0.00
H 1.95976 -4.07963 -1.09029 0.00
H 0.41326 -2.50513 -0.49209 0.00
H -2.54514 -3.58643 -2.87110 0.00
H -1.24304 -5.80323 -1.47470 0.00
H -1.29424 -5.80853 -3.24950 0.00
H -3.71354 -5.57523 -1.39039 0.00
H -3.23854 -7.00623 -2.30179 0.00
H -3.78014 -5.56513 -3.16100 0.00
Cl -2.48234 5.31737 -0.42169 0.00
C -1.53424 5.83177 -1.82730 0.00
Cl -1.18184 4.43237 -2.85210 0.01
H -0.58674 6.24897 -1.48390 0.00
H -2.11204 6.54937 -2.41310 0.00
```

Its charge is +2. The HOMO energy (spin up / spin down) comes out at -12.34 / -12.21 eV. As for the spin multiplicity: 2.